one:
A 10-piece molecular cluster, C26H66N8O14 overall. Source: the OMol25 dataset; level of theory: wB97M-V/def2-TZVPD.

XYZ file:
```
114
Properties=species:S:1:pos:R:3:lowdin_charge:R:1
C 8.72 1.36 -0.36 0.030
C 9.62 0.19 -0.93 -0.323
O 9.30 -0.51 -1.88 0.163
N 10.92 -0.04 -0.17 0.112
H 11.24 0.68 0.46 0.161
H 10.82 -0.80 0.49 0.178
C 12.10 -0.19 -1.25 0.086
H 8.17 1.96 -1.08 0.099
H 9.21 1.99 0.37 0.079
H 7.89 0.86 0.13 0.091
H 11.92 -1.00 -1.96 0.107
H 12.98 -0.48 -0.66 0.104
H 12.29 0.79 -1.69 0.113
C -8.57 -8.23 -7.75 0.050
C -7.15 -8.27 -7.06 -0.302
O -6.55 -7.24 -6.74 0.145
N -6.53 -9.66 -6.75 0.098
H -7.22 -10.38 -6.94 0.166
H -5.71 -9.83 -7.31 0.186
C -6.33 -9.74 -5.25 0.027
H -8.45 -9.01 -8.51 0.089
H -8.98 -7.30 -8.14 0.110
H -9.28 -8.59 -7.00 0.096
H -5.99 -10.75 -5.02 0.112
H -7.30 -9.48 -4.85 0.115
H -5.57 -9.05 -4.89 0.107
C -8.05 6.49 6.20 0.022
C -9.13 7.55 5.90 -0.309
O -10.14 7.34 5.22 0.170
N -8.79 8.94 6.42 0.093
H -8.04 8.88 7.09 0.162
H -8.23 9.33 5.68 0.182
C -9.98 9.78 6.93 0.055
H -7.14 6.67 6.77 0.084
H -7.70 6.06 5.26 0.101
H -8.53 5.70 6.77 0.105
H -10.61 10.07 6.09 0.110
H -9.77 10.80 7.27 0.109
H -10.51 9.21 7.70 0.116
C 4.93 4.60 6.66 0.037
C 4.20 5.16 5.43 -0.353
O 3.65 4.53 4.57 0.175
N 4.40 6.67 5.28 0.096
H 5.36 6.89 5.51 0.177
H 4.42 6.99 4.32 0.168
C 3.24 7.52 5.87 0.059
H 4.73 3.53 6.78 0.102
H 4.83 5.11 7.62 0.104
H 6.00 4.61 6.43 0.105
H 2.20 7.20 5.79 0.117
H 3.22 8.46 5.31 0.107
H 3.59 7.71 6.89 0.109
C 0.56 -6.30 7.31 0.040
C 0.41 -4.86 6.79 -0.316
O 1.14 -4.40 5.97 0.169
N -0.42 -3.90 7.75 0.101
H -1.37 -3.82 7.44 0.166
H -0.39 -4.21 8.71 0.156
C 0.14 -2.39 7.88 0.072
H -0.18 -6.96 6.85 0.104
H 0.67 -6.39 8.39 0.103
H 1.45 -6.66 6.79 0.101
H 1.17 -2.44 8.22 0.105
H -0.53 -1.94 8.61 0.106
H 0.06 -2.12 6.83 0.093
C 4.51 -6.39 -1.13 0.017
C 4.46 -7.90 -1.06 -0.359
O 4.74 -8.42 -0.04 0.207
N 3.69 -8.53 -2.26 0.092
H 2.91 -9.09 -1.95 0.176
H 3.27 -7.79 -2.81 0.170
C 4.51 -9.42 -3.15 0.042
H 3.62 -5.82 -0.90 0.105
H 4.87 -6.18 -2.14 0.096
H 5.32 -5.96 -0.53 0.099
H 5.10 -8.74 -3.77 0.114
H 3.74 -9.80 -3.82 0.115
H 5.13 -10.18 -2.67 0.123
C -1.96 1.04 0.14 0.030
C -1.23 0.00 -0.74 -0.317
O 0.00 0.08 -0.97 0.126
N -1.99 -0.78 -1.74 0.102
H -2.79 -0.21 -2.00 0.185
H -1.52 -1.04 -2.60 0.191
C -2.43 -2.13 -1.19 0.040
H -3.04 1.04 -0.01 0.094
H -1.78 2.07 -0.16 0.107
H -1.72 0.87 1.19 0.096
H -2.98 -1.90 -0.28 0.107
H -1.58 -2.79 -1.04 0.114
H -3.11 -2.61 -1.89 0.119
C 0.45 6.35 -6.47 0.043
C 1.48 6.45 -5.42 -0.428
O 1.99 5.47 -4.94 0.172
N 1.87 7.83 -5.01 0.095
H 2.85 7.74 -4.76 0.185
H 1.87 8.47 -5.79 0.182
C 0.90 8.38 -3.98 0.057
H 0.14 5.31 -6.39 0.120
H 0.93 6.61 -7.41 0.127
H -0.41 6.93 -6.13 0.105
H 0.98 7.65 -3.18 0.111
H -0.11 8.54 -4.36 0.119
H 1.39 9.30 -3.66 0.113
O 1.56 -1.89 -6.54 0.014
C 2.05 -3.16 -6.65 -0.968
O 2.75 -3.52 -7.57 -0.036
O 1.66 -3.97 -5.84 -0.087
H 1.94 -1.47 -7.32 0.080
O -7.69 3.19 -5.50 0.039
C -7.12 2.62 -4.38 -0.891
O -6.67 1.45 -4.44 -0.130
O -7.12 3.26 -3.32 -0.095
H -7.85 2.38 -5.99 0.081
```

Summary:
Charge ... +6
Orbital gap ... 1.659 eV
Lowest unoccupied orbital energy ... -0.370 Ha
HOMO level ... -11.73 eV


two:
A 10-piece molecular cluster, C26H66N8O14 overall. Source: the OMol25 dataset; level of theory: wB97M-V/def2-TZVPD.

XYZ file:
```
114
Properties=species:S:1:pos:R:3:lowdin_charge:R:1
C 5.72 3.63 0.27 0.042
C 5.95 2.23 -0.21 -0.395
O 5.21 1.55 -0.83 0.171
N 7.13 1.56 0.49 0.098
H 7.49 0.82 -0.13 0.194
H 7.88 2.26 0.52 0.187
C 6.83 1.08 1.89 0.048
H 6.52 4.33 0.02 0.113
H 5.60 3.58 1.36 0.094
H 4.77 4.01 -0.11 0.086
H 5.93 0.47 1.88 0.091
H 6.66 1.96 2.49 0.103
H 7.69 0.53 2.26 0.119
C 0.87 4.94 2.68 0.054
C -0.27 4.39 3.51 -0.393
O -0.97 5.04 4.20 0.225
N -0.61 2.92 3.34 0.066
H -1.63 2.96 3.27 0.172
H -0.29 2.75 2.37 0.102
C -0.02 2.00 4.37 0.042
H 1.72 4.26 2.66 0.069
H 1.13 5.91 3.09 0.116
H 0.53 4.99 1.64 0.082
H 1.06 2.06 4.29 0.088
H -0.49 1.04 4.18 0.088
H -0.33 2.43 5.32 0.117
C 0.41 -7.27 5.17 0.051
C -0.82 -6.94 4.36 -0.384
O -1.75 -7.65 4.23 0.232
N -0.83 -5.55 3.70 0.106
H -0.36 -4.85 4.26 0.175
H -0.48 -5.71 2.76 0.180
C -2.22 -4.99 3.36 0.015
H 0.29 -8.23 5.65 0.120
H 0.56 -6.52 5.95 0.107
H 1.25 -7.24 4.47 0.108
H -2.14 -3.92 3.21 0.071
H -2.99 -5.18 4.10 0.112
H -2.55 -5.48 2.44 0.108
C 0.45 6.99 -3.59 0.046
C 0.63 5.51 -3.81 -0.408
O 0.06 4.86 -4.60 0.206
N 1.68 4.84 -2.95 0.098
H 2.17 4.20 -3.58 0.189
H 2.28 5.63 -2.70 0.171
C 1.07 4.32 -1.64 0.038
H 0.92 7.42 -2.70 0.097
H -0.59 7.30 -3.53 0.119
H 0.89 7.52 -4.45 0.127
H 1.83 3.83 -1.03 0.093
H 0.37 3.57 -1.96 0.089
H 0.73 5.16 -1.03 0.108
C 1.72 0.30 -1.92 0.053
C 0.70 -0.59 -1.32 -0.370
O 0.22 -1.57 -1.81 0.117
N 0.09 -0.10 0.00 0.088
H 0.73 0.63 0.38 0.113
H -0.85 0.33 -0.20 0.099
C -0.05 -1.25 0.97 0.004
H 1.18 0.96 -2.61 0.109
H 2.40 -0.33 -2.49 0.096
H 2.23 0.93 -1.19 0.082
H -0.25 -0.84 1.96 0.087
H 0.95 -1.65 1.07 0.110
H -0.83 -1.93 0.64 0.075
C -5.35 -2.90 -4.84 0.054
C -4.12 -2.82 -3.98 -0.363
O -3.20 -3.56 -4.00 0.179
N -3.91 -1.42 -3.35 0.107
H -3.40 -0.89 -4.06 0.191
H -4.79 -0.90 -3.24 0.176
C -3.30 -1.47 -1.93 0.024
H -6.30 -2.56 -4.41 0.111
H -5.53 -3.91 -5.19 0.120
H -5.18 -2.19 -5.66 0.124
H -3.22 -0.42 -1.64 0.072
H -2.39 -2.06 -1.97 0.081
H -3.94 -1.99 -1.22 0.098
C -5.17 0.30 0.92 0.047
C -4.21 -0.55 1.72 -0.378
O -3.36 -1.26 1.28 0.149
N -4.53 -0.47 3.20 0.098
H -3.86 0.16 3.66 0.187
H -5.41 0.06 3.17 0.177
C -4.63 -1.75 4.06 0.076
H -4.77 0.28 -0.10 0.070
H -5.18 1.33 1.26 0.120
H -6.15 -0.18 0.87 0.128
H -3.68 -2.23 4.23 0.085
H -5.38 -2.37 3.58 0.120
H -4.92 -1.35 5.03 0.122
C 3.07 -4.35 -4.14 0.047
C 2.36 -3.14 -4.68 -0.401
O 2.76 -2.04 -4.51 0.179
N 1.10 -3.36 -5.48 0.116
H 1.05 -2.85 -6.37 0.206
H 1.15 -4.33 -5.80 0.190
C -0.17 -3.24 -4.67 0.008
H 3.34 -5.00 -4.97 0.120
H 2.48 -4.88 -3.38 0.106
H 3.92 -4.00 -3.58 0.111
H -1.01 -3.44 -5.34 0.097
H -0.38 -2.26 -4.25 0.081
H -0.21 -4.02 -3.92 0.113
O -2.95 3.52 -0.71 0.125
C -1.95 2.74 -0.23 -0.756
O -2.03 1.48 -0.42 -0.092
O -1.02 3.26 0.42 -0.021
H -3.54 2.87 -1.11 0.107
O 3.67 2.03 2.89 0.093
C 2.92 1.32 2.01 -0.778
O 1.70 1.63 1.77 -0.100
O 3.46 0.37 1.41 -0.028
H 3.00 2.60 3.31 0.088
```

Summary:
Charge ... +6
Orbital gap ... 7.302 eV
Lowest unoccupied orbital energy ... -0.487 Ha
HOMO level ... -20.54 eV


Stability check: which of them is least stable? one.


one:
A 5-piece molecular cluster, C2H12NO2S overall. Source: the OMol25 dataset; level of theory: wB97M-V/def2-TZVPD.

XYZ file:
```
18
Properties=species:S:1:pos:R:3:lowdin_charge:R:1
C -3.03 0.51 -0.89 0.044
C -3.04 1.55 -1.72 0.077
S 0.09 -0.01 0.70 0.775
N 4.06 -0.85 0.69 0.129
H -3.91 -0.04 -0.56 0.094
H -2.05 0.25 -0.43 -0.016
H -2.20 2.24 -1.72 0.056
H -3.88 1.66 -2.40 0.096
H -0.84 -0.30 1.64 -0.157
H 3.48 -0.09 0.99 0.006
H 4.26 -0.89 -0.30 0.045
H 4.84 -0.98 1.31 0.051
H 0.54 -3.98 0.51 0.048
H 0.64 -2.53 1.01 -0.077
O 0.82 -3.44 1.26 -0.062
H -0.05 1.84 -0.60 -0.116
H 0.12 3.35 -0.65 0.074
O -0.20 2.59 -1.16 -0.065
```

Summary:
Charge ... +1
Orbital gap ... 3.334 eV
Lowest unoccupied orbital energy ... -0.376 Ha
HOMO level ... -13.56 eV


two:
A 3-piece molecular cluster, C2H12NO2S overall. Source: the OMol25 dataset; level of theory: wB97M-V/def2-TZVPD.

XYZ file:
```
18
Properties=species:S:1:pos:R:3:lowdin_charge:R:1
C -0.14 0.32 0.18 -0.217
C -1.04 -0.76 -0.34 -0.549
S -0.18 -1.57 -1.77 0.674
N 0.90 -0.07 1.36 0.135
H -0.75 1.15 0.65 0.131
H 0.52 0.68 -0.64 0.114
H -2.19 -0.61 -0.45 0.127
H -1.23 -1.67 0.37 0.103
H -0.40 -1.08 -3.06 -0.097
H 1.09 0.75 1.98 0.168
H 1.86 -0.31 0.95 0.149
H 0.57 -0.90 1.98 0.183
H 2.29 -2.87 1.83 0.057
H 2.28 -2.60 0.53 0.036
O 2.50 -2.12 1.30 -0.015
H -2.07 3.86 -0.83 0.053
H -2.23 4.22 -2.29 0.023
O -1.78 3.59 -1.74 -0.074
```

Summary:
Charge ... +1
Orbital gap ... 9.567 eV
Lowest unoccupied orbital energy ... -0.127 Ha
HOMO level ... -13.03 eV


Stability check: which of them is least stable? one.


one:
A 2-piece molecular cluster, C3H12NS overall. Source: the OMol25 dataset; level of theory: wB97M-V/def2-TZVPD.

XYZ file:
```
17
Properties=species:S:1:pos:R:3:lowdin_charge:R:1
C -3.63 -1.10 -1.23 0.028
N -2.22 -0.61 -0.89 0.131
H -3.70 -0.69 -2.26 0.107
H -3.78 -2.13 -1.23 0.080
H -4.35 -0.49 -0.62 0.126
H -1.99 -1.19 -0.14 0.100
H -1.98 0.41 -0.72 0.187
H -1.49 -0.94 -1.50 0.134
C 3.37 0.83 1.81 -0.131
C 2.37 1.03 0.65 -0.574
S 0.82 -0.01 0.55 0.595
H 3.62 -0.19 1.87 0.045
H 2.88 1.09 2.83 0.117
H 4.15 1.36 1.34 0.064
H 2.01 2.07 0.61 0.066
H 2.85 0.64 -0.25 0.050
H 1.05 -0.06 -0.82 -0.125
```

Summary:
Charge ... +1
Orbital gap ... 8.888 eV
Lowest unoccupied orbital energy ... -0.139 Ha
HOMO level ... -12.67 eV


two:
A 2-piece molecular cluster, C3H12NS overall. Source: the OMol25 dataset; level of theory: wB97M-V/def2-TZVPD.

XYZ file:
```
17
Properties=species:S:1:pos:R:3:lowdin_charge:R:1
C -2.88 0.58 -2.00 0.004
N -2.17 0.50 -0.66 0.117
H -2.34 1.30 -2.60 0.100
H -2.90 -0.40 -2.46 0.101
H -3.89 0.93 -1.84 0.103
H -1.15 0.43 -0.79 0.069
H -2.46 -0.34 -0.15 0.157
H -2.43 1.32 -0.11 0.159
C 2.92 -1.12 0.90 -0.156
C 2.25 0.21 1.23 -0.588
S 0.43 0.20 1.18 0.702
H 2.95 -1.39 -0.15 0.078
H 2.48 -1.92 1.48 0.066
H 3.94 -1.03 1.26 0.078
H 2.54 0.58 2.21 0.066
H 2.55 1.01 0.56 0.069
H 0.16 -0.87 1.94 -0.126
```

Summary:
Charge ... +1
Orbital gap ... 9.260 eV
Lowest unoccupied orbital energy ... -0.133 Ha
HOMO level ... -12.88 eV


Stability check: which of them is least stable? one.


one:
C5H9N6O as an isolated structure. Source: the OMol25 dataset; level of theory: wB97M-V/def2-TZVPD.

XYZ file:
```
21
Properties=species:S:1:pos:R:3:lowdin_charge:R:1
C -1.35 2.31 0.01 -0.133
C -1.51 0.18 -0.02 -0.154
C -0.14 0.54 -0.06 -0.042
C -2.15 -1.09 0.08 -0.440
C 3.53 0.00 -0.06 -0.054
N -2.22 1.34 -0.01 0.131
N 2.14 0.50 0.05 0.025
N -0.07 1.88 -0.09 0.138
N -3.43 -1.11 0.01 0.227
N 1.06 -1.60 0.08 0.150
N 1.18 -0.35 -0.04 -0.170
O -1.46 -2.14 0.05 0.111
H -1.61 3.36 -0.23 0.155
H 3.93 -0.04 0.98 0.112
H 4.13 0.71 -0.60 0.074
H 3.60 -0.79 -0.78 0.082
H 0.89 2.29 -0.10 0.181
H -4.04 -0.18 0.20 0.213
H -4.08 -1.88 -0.16 0.152
H -0.26 -1.97 0.09 0.120
H 1.84 -1.96 0.60 0.122
```

Summary:
Charge ... +1
Orbital gap (alpha / beta) ... 9.215 / 9.216 eV
Lowest unoccupied orbital energy (alpha / beta) ... -0.159 / -0.159 Ha
HOMO level (alpha / beta) ... -13.55 / -13.55 eV


two:
A 2-piece molecular cluster, C5H9N6O overall. Source: the OMol25 dataset; level of theory: wB97M-V/def2-TZVPD.

XYZ file:
```
21
Properties=species:S:1:pos:R:3:lowdin_charge:R:1
C -1.71 -1.90 -0.65 -0.148
C 0.70 -0.86 2.83 -0.249
C 0.13 -0.43 -1.13 -0.401
C 1.49 1.41 -1.64 -0.012
C -0.84 1.81 -1.27 0.000
N -2.49 -2.82 -0.71 0.299
N 0.11 -0.05 4.99 0.146
N 0.04 -0.56 3.91 -0.036
N -1.10 -0.83 -0.77 0.199
N 0.26 0.87 -1.20 -0.118
N 0.99 -1.32 1.78 0.174
O 1.22 -1.15 -1.12 0.126
H -3.09 -3.53 -0.97 0.091
H 1.94 1.95 -0.83 0.117
H 2.07 0.57 -1.99 0.111
H 1.42 2.12 -2.35 0.069
H -0.47 2.62 -1.95 0.114
H -1.72 1.37 -1.71 0.087
H -1.05 2.15 -0.15 0.152
H 1.03 0.43 5.29 0.128
H 1.06 -1.84 -0.37 0.153
```

Summary:
Charge ... +1
Orbital gap ... 8.540 eV
Lowest unoccupied orbital energy ... -0.157 Ha
HOMO level ... -12.81 eV


Stability check: which of them is least stable? two.


one:
A 2-piece molecular cluster, C2H6O4 overall. Source: the OMol25 dataset; level of theory: wB97M-V/def2-TZVPD.

XYZ file:
```
12
Properties=species:S:1:pos:R:3:lowdin_charge:R:1
O 0.44 0.75 -0.21 0.038
C -0.77 0.53 -0.43 -0.440
O -1.60 1.54 -0.61 0.135
C -1.30 -0.89 -0.39 -0.161
O -0.26 -1.75 -0.02 -0.047
H -1.04 2.36 -0.55 0.162
H -1.77 -1.25 -1.33 0.143
H -2.07 -0.92 0.40 0.140
H 0.49 -1.14 0.14 0.075
O 2.92 0.32 0.74 -0.094
H 2.04 0.75 0.76 0.003
H 2.91 -0.31 1.49 0.047
```

Summary:
Structure (SMILES) ... O=C(O)CO.O
Orbital gap ... 11.264 eV
Lowest unoccupied orbital energy ... 0.014 Ha
HOMO level ... -10.88 eV


two:
A 2-piece molecular cluster, C2H6O4 overall. Source: the OMol25 dataset; level of theory: wB97M-V/def2-TZVPD.

XYZ file:
```
12
Properties=species:S:1:pos:R:3:lowdin_charge:R:1
O -2.08 0.02 1.31 0.093
C -2.18 0.05 0.09 -0.708
O -1.61 -0.53 -0.90 0.154
O -3.23 0.62 -0.49 0.126
H -0.64 -0.68 -0.84 0.115
H -3.67 1.17 0.16 0.127
C 1.36 1.24 -0.07 -0.111
O 1.11 -0.13 -0.36 -0.166
H 2.46 1.31 -0.29 0.096
H 0.71 1.76 -0.75 0.080
H 1.17 1.37 1.03 0.099
H 1.71 -0.69 0.15 0.095
```

Summary:
Structure (SMILES) ... O=C(O)O.CO
Orbital gap ... 11.150 eV
Lowest unoccupied orbital energy ... 0.021 Ha
HOMO level ... -10.58 eV


Stability check: which of them is least stable? two.


one:
A 2-piece molecular cluster, C3H10N2S2 overall. Source: the OMol25 dataset; level of theory: wB97M-V/def2-TZVPD.

XYZ file:
```
17
Properties=species:S:1:pos:R:3:lowdin_charge:R:1
H 0.18 4.12 -0.02 0.029
N 0.10 3.11 -0.15 0.052
C 1.07 2.67 -0.89 -0.331
N 1.31 1.27 -0.87 0.012
H 1.78 3.32 -1.43 0.113
H 0.79 0.78 -0.10 0.073
H 2.29 1.03 -0.89 0.071
C -0.60 -2.01 1.87 -0.195
C -0.76 -2.08 0.33 -0.622
S -1.75 -0.61 -0.13 0.381
S -1.40 -0.66 -2.15 0.286
H -1.56 -2.24 2.36 0.069
H -0.25 -1.04 2.26 0.065
H 0.09 -2.80 2.19 0.070
H -1.30 -2.93 -0.10 0.059
H 0.23 -2.00 -0.15 0.059
H -0.21 0.07 -2.12 -0.192
```

Summary:
Structure (SMILES) ... [H]/N=C/N.CCSS
Orbital gap ... 9.583 eV
Lowest unoccupied orbital energy ... 0.028 Ha
HOMO level ... -8.82 eV


two:
A 2-piece molecular cluster, C3H10N2S2 overall. Source: the OMol25 dataset; level of theory: wB97M-V/def2-TZVPD.

XYZ file:
```
17
Properties=species:S:1:pos:R:3:lowdin_charge:R:1
N -0.53 -1.23 -1.53 0.002
C -1.47 -0.19 -1.24 -0.250
C -1.90 -0.03 0.01 -0.237
N -2.76 0.99 0.42 0.033
H 0.39 -0.83 -1.63 0.034
H -0.76 -1.72 -2.37 0.059
H -1.90 0.41 -2.04 0.099
H -1.57 -0.72 0.77 0.104
H -2.71 1.79 -0.18 0.070
H -2.66 1.26 1.38 0.067
C 1.80 -0.56 1.55 -0.468
S 1.58 1.03 0.69 0.342
S 3.02 0.93 -0.78 0.291
H 2.04 -1.33 0.82 0.020
H 0.81 -0.77 1.97 0.017
H 2.56 -0.49 2.31 0.025
H 4.08 1.45 -0.16 -0.209
```

Summary:
Structure (SMILES) ... N/C=C/N.CSS
Orbital gap ... 8.383 eV
Lowest unoccupied orbital energy ... 0.019 Ha
HOMO level ... -7.86 eV


Stability check: which of them is least stable? two.